152
Properties=species:S:1:pos:R:3 method="wB97M-V/def2-TZVPD" e_above_lowest_ev=0.3533 homo_ev=-9.56 orbital_gap_ev=9.93 energy_ev=-162467.191
C -13.834 -14.739 13.283
C -15.323 -14.398 13.452
O -15.786 -14.129 14.844
C -16.110 -15.186 15.591
O -16.371 -16.340 15.282
C -16.154 -14.869 17.053
F -17.436 -15.086 17.533
F -15.264 -15.682 17.695
F -15.811 -13.551 17.310
H -13.602 -14.917 12.190
H -13.614 -15.636 13.827
H -13.212 -14.027 13.684
H -16.034 -15.121 12.997
H -15.543 -13.468 12.989
C -18.532 -10.983 12.548
C -18.762 -11.575 11.144
O -18.935 -10.559 10.123
C -17.909 -9.910 9.673
O -16.733 -10.104 9.864
C -18.418 -8.697 8.830
F -18.263 -8.974 7.534
F -19.682 -8.461 9.095
F -17.696 -7.596 9.148
H -18.543 -11.812 13.183
H -19.312 -10.226 12.892
H -17.536 -10.525 12.609
H -19.746 -12.081 11.228
H -17.952 -12.229 10.857
C -24.120 -11.995 15.318
C -23.813 -13.228 16.174
O -22.629 -12.862 17.028
C -22.583 -13.493 18.189
O -23.299 -14.361 18.625
C -21.516 -12.898 19.103
F -20.511 -12.322 18.428
F -22.050 -12.024 19.923
F -20.967 -13.911 19.791
H -24.136 -11.122 15.921
H -25.139 -12.152 14.929
H -23.489 -11.788 14.463
H -23.554 -14.084 15.581
H -24.676 -13.480 16.860
C -9.193 -10.550 26.400
C -10.492 -11.326 26.265
O -11.068 -11.210 24.910
C -11.951 -12.069 24.413
O -12.235 -13.142 24.855
C -12.701 -11.580 23.093
F -12.356 -10.305 22.847
F -12.407 -12.380 22.055
F -13.992 -11.723 23.325
H -9.122 -9.505 26.016
H -8.376 -11.143 25.955
H -8.971 -10.614 27.469
H -11.327 -10.957 26.866
H -10.387 -12.436 26.584
C -23.778 -5.468 12.754
C -22.758 -5.803 13.788
O -21.509 -5.924 13.106
C -20.422 -5.976 13.826
O -20.330 -5.692 15.004
C -19.062 -6.352 13.043
F -18.285 -7.222 13.626
F -19.406 -6.907 11.815
F -18.359 -5.267 12.875
H -23.513 -4.515 12.260
H -24.703 -5.298 13.311
H -23.938 -6.266 11.997
H -22.903 -6.729 14.400
H -22.643 -4.999 14.534
C -13.634 -10.792 19.529
C -13.960 -10.585 18.062
O -15.391 -10.486 17.968
C -15.854 -10.488 16.731
O -15.179 -10.679 15.709
C -17.371 -10.284 16.743
F -17.957 -10.121 17.991
F -17.740 -9.272 15.989
F -17.883 -11.410 16.182
H -14.334 -11.475 20.034
H -13.730 -9.834 20.058
H -12.569 -11.092 19.506
H -13.636 -11.474 17.480
H -13.554 -9.668 17.648
C -21.130 -15.611 10.013
C -21.197 -16.417 11.316
O -20.330 -15.727 12.359
C -21.017 -15.147 13.307
O -22.218 -14.926 13.327
C -20.201 -14.487 14.451
F -18.949 -14.300 14.018
F -20.674 -13.266 14.705
F -20.226 -15.130 15.597
H -21.794 -14.744 10.220
H -21.540 -16.246 9.223
H -20.124 -15.182 9.816
H -20.646 -17.350 11.185
H -22.271 -16.628 11.475
C -16.814 -4.930 17.130
C -17.323 -6.384 17.064
O -18.074 -6.748 18.257
C -17.357 -7.196 19.297
O -16.217 -7.551 19.334
C -18.207 -7.317 20.554
F -18.753 -6.198 20.955
F -19.086 -8.234 20.162
F -17.596 -7.862 21.611
H -16.075 -4.808 17.942
H -17.515 -4.172 17.081
H -16.186 -4.877 16.214
H -16.468 -7.055 16.998
H -18.137 -6.615 16.373
C -12.141 -7.574 17.861
O -11.644 -8.143 16.890
N -13.375 -7.031 17.861
N -11.420 -7.476 18.981
H -13.955 -6.975 17.013
H -13.939 -6.877 18.708
H -11.665 -7.036 19.830
H -10.525 -7.885 18.915
C -21.133 -9.134 15.177
O -21.449 -8.573 14.089
N -20.792 -8.446 16.304
N -21.070 -10.559 15.248
H -20.776 -7.447 16.315
H -20.374 -8.946 17.068
H -21.302 -10.998 14.393
H -21.072 -10.989 16.150
C -23.183 -11.269 11.919
O -22.643 -12.169 12.534
N -24.108 -11.539 10.863
N -23.060 -9.930 12.202
H -24.054 -12.538 10.572
H -24.056 -10.920 10.081
H -22.468 -9.611 13.021
H -23.800 -9.318 11.806
C -14.387 -7.218 14.451
O -14.802 -6.577 15.396
N -15.269 -7.526 13.475
N -13.148 -7.625 14.337
H -14.996 -8.166 12.811
H -16.147 -7.018 13.438
H -12.529 -7.457 15.143
H -12.641 -7.994 13.506
C -13.514 -11.137 12.620
O -12.906 -11.408 11.551
N -14.842 -10.989 12.649
N -12.904 -11.022 13.792
H -15.404 -10.887 13.470
H -15.207 -10.760 11.752
H -11.933 -10.739 13.630
H -13.314 -10.369 14.441